Record 1
23
Properties=species:S:1:pos:R:3 method="wB97M-V/def2-TZVPD" total_energy_ev=-23879.402 homo_lumo_gap_ev="6.94 / 7.24" e_above_lowest_kcal_mol=116.5
C -0.96317 -0.32312 1.15222
C -0.72632 1.11765 -0.68444
C -2.30048 -0.44518 0.90038
C -2.14867 1.16937 -0.81568
C -0.08020 0.41741 0.30924
C -2.96291 0.43452 0.02532
C 1.26516 -1.08009 -1.57946
C 1.97631 -0.28027 1.63956
C 1.32011 0.36062 0.42382
N 2.18478 -1.86032 -1.49488
O -4.29077 0.51721 -0.10830
S 2.35202 1.73205 -0.04692
H -0.48200 -0.91631 1.95567
H -0.20034 1.67994 -1.42566
H -2.93846 -1.00876 1.56756
H -2.53600 1.76424 -1.64738
H 0.35467 -0.69895 -1.98628
H 1.66626 -1.31515 1.65722
H 3.07336 -0.29245 1.72124
H 1.61589 0.13383 2.55976
H 2.38989 -2.58770 -2.29668
H -4.41168 1.46203 -0.59386
H 1.83487 2.46221 -0.90056



Record 2
22
Properties=species:S:1:pos:R:3 method="wB97M-V/def2-TZVPD" total_energy_ev=-18874.082 homo_lumo_gap_ev="5.55 / 8.15" e_above_lowest_kcal_mol=108.4
C 3.03452 -1.00180 0.34736
C 2.04589 -1.92197 0.02945
C 2.76111 0.35357 0.34181
C 0.71572 -1.50201 0.06567
C 0.89651 2.07075 -0.10567
C -0.45813 1.81464 -0.14292
C 1.50331 0.81574 0.22414
C 0.43455 -0.13867 0.13321
C -2.66416 -0.10928 -1.31468
N -0.74119 0.55468 0.06008
Si -2.96075 -0.40154 0.54584
H 4.06123 -1.17468 0.60481
H 2.27684 -2.92191 0.12980
H 3.64697 1.03642 0.40066
H -0.06387 -2.25572 -0.00590
H 1.39538 2.99917 -0.31910
H -1.17093 2.58219 -0.12208
H -2.13030 -0.72160 -2.00825
H -3.20205 0.76217 -1.60565
H -2.08740 -1.27883 1.19910
H -4.31762 -0.66979 0.62722
H -2.97563 1.10845 0.91510



Repeat the first record exactly.
23
Properties=species:S:1:pos:R:3 method="wB97M-V/def2-TZVPD" total_energy_ev=-23879.402 homo_lumo_gap_ev="6.94 / 7.24" e_above_lowest_kcal_mol=116.5
C -0.96317 -0.32312 1.15222
C -0.72632 1.11765 -0.68444
C -2.30048 -0.44518 0.90038
C -2.14867 1.16937 -0.81568
C -0.08020 0.41741 0.30924
C -2.96291 0.43452 0.02532
C 1.26516 -1.08009 -1.57946
C 1.97631 -0.28027 1.63956
C 1.32011 0.36062 0.42382
N 2.18478 -1.86032 -1.49488
O -4.29077 0.51721 -0.10830
S 2.35202 1.73205 -0.04692
H -0.48200 -0.91631 1.95567
H -0.20034 1.67994 -1.42566
H -2.93846 -1.00876 1.56756
H -2.53600 1.76424 -1.64738
H 0.35467 -0.69895 -1.98628
H 1.66626 -1.31515 1.65722
H 3.07336 -0.29245 1.72124
H 1.61589 0.13383 2.55976
H 2.38989 -2.58770 -2.29668
H -4.41168 1.46203 -0.59386
H 1.83487 2.46221 -0.90056